No. 1
9
Properties=species:S:1:pos:R:3:forces:R:3 method="wB97M-V/def2-TZVPD" lumo_energy_ev="0.1 / 0.1" largest_force_ev_per_a=8.5 gap_ha="0.312 / 0.312" homo_energy_ev="-8.379 / -8.381" total_energy_ha=-668.6028 relative_energy_kj_mol=528.73
H -1.495684 1.577003 0.693933 1.161 -1.439 -1.478
H -1.366773 0.943370 -1.042453 -0.457 0.710 -1.071
H -1.143982 -0.179722 0.159726 -1.089 -1.485 0.924
Cl 2.666158 0.109306 -0.000032 2.631 0.207 -0.071
H 0.789812 -2.492305 -0.003539 -1.018 2.604 0.820
N 0.099218 -1.654850 0.260143 4.598 3.017 -1.270
O 0.368735 0.967100 -0.087192 2.901 0.659 0.386
C -0.999529 0.827800 -0.057746 -2.499 1.564 1.573
C 1.082042 -0.097704 0.077156 -6.227 -5.836 0.185

No. 2
48
Properties=species:S:1:pos:R:3:forces:R:3 method="wB97M-V/def2-TZVPD" lumo_energy_ev=0.4 largest_force_ev_per_a=0.9 gap_ha=0.326 homo_energy_ev=-8.496 total_energy_ha=-1919.2292 relative_energy_kj_mol=0.00 smiles="CC(C)(C)NC(=O)Cn1c(SCC(=O)Nc2nccs2)nc2ccccc21"
C -0.939850 2.440786 2.586596 0.016 0.120 -0.036
C 0.637313 -3.621773 1.422521 0.247 -0.309 -0.345
C -2.971199 -2.107450 -0.888412 -0.481 -0.138 0.310
H -1.362198 3.432357 2.648826 -0.027 0.085 -0.001
S 2.889093 -2.090853 0.823864 0.352 -0.178 -0.186
H 0.706203 3.055402 1.338513 0.018 0.141 -0.057
C 0.705698 1.373022 -3.708241 -0.035 0.061 0.170
H -4.580417 -2.729877 0.452846 -0.265 0.014 0.039
H 0.802343 -2.762520 -0.457106 -0.092 0.006 0.151
C 2.046391 1.693343 -0.959772 0.000 -0.471 0.467
H -1.962608 1.108813 -3.106666 -0.064 0.072 -0.098
N 0.166576 -3.156467 0.225198 0.169 -0.235 -0.279
H -0.947907 3.470665 -3.002416 -0.111 0.034 -0.105
C -1.167822 -2.904727 0.035116 -0.493 -0.259 0.552
N -1.620274 -2.227084 -0.966962 0.825 -0.016 -0.253
H -1.576943 -0.718422 3.711083 -0.079 -0.104 0.066
C -0.293654 3.125297 -2.207112 0.133 -0.132 -0.006
C 1.760978 -0.929555 1.472318 -0.251 -0.321 0.332
H -0.779059 3.307313 -1.250262 -0.081 0.018 0.097
H 0.633411 3.689832 -2.245079 0.018 0.094 -0.012
N 0.852651 1.174895 -1.279264 -0.312 -0.273 -0.022
C -0.004606 1.632388 -2.378486 -0.070 0.215 -0.317
C -3.544262 -2.699046 0.186958 0.151 -0.017 -0.024
H -1.810577 1.032418 -1.351151 -0.079 0.007 0.129
C 2.709642 1.072896 0.290048 0.274 0.396 -0.302
H 0.088371 1.713693 -4.534396 -0.096 0.034 -0.127
N 1.800358 0.397878 1.165359 -0.113 -0.218 0.133
C -1.578317 1.388671 3.246710 -0.144 -0.035 0.109
C 0.072019 -0.117175 2.476755 0.225 0.740 -0.337
H -3.480647 -1.564789 -1.663351 -0.189 0.097 -0.100
H -1.104666 -0.238064 -2.353550 0.005 -0.075 -0.006
H 3.469403 0.361014 -0.047429 -0.053 0.160 0.027
C -1.089289 0.099461 3.206699 0.095 0.038 -0.065
H 3.217987 1.885807 0.819560 -0.035 -0.112 -0.132
O -0.083752 -4.123272 2.249508 0.120 -0.245 0.177
C -1.300419 0.830482 -2.291656 0.241 0.074 -0.029
S -2.350937 -3.458707 1.180915 -0.253 0.340 -0.504
C 2.146801 -3.569934 1.574725 0.122 0.363 0.191
H 2.608537 -4.423387 1.075410 -0.009 0.032 0.009
C 0.214828 2.244768 1.854340 0.132 0.061 -0.081
H 1.649944 1.909679 -3.730742 0.070 0.033 -0.057
N 0.767517 -1.276022 2.238889 0.476 -0.088 0.102
H 0.901005 0.310174 -3.831957 -0.002 -0.126 -0.028
H -2.480733 1.594842 3.802323 -0.079 0.019 0.049
H 2.389708 -3.591039 2.636588 -0.142 -0.076 -0.098
H 0.463770 0.440964 -0.708476 0.105 0.047 0.103
C 0.709430 0.952568 1.808146 -0.544 -0.177 0.529
O 2.620159 2.570734 -1.567328 0.305 0.303 -0.136

No. 3
30
Properties=species:S:1:pos:R:3:forces:R:3 method="wB97M-V/def2-TZVPD" lumo_energy_ev=-3.3 largest_force_ev_per_a=0.9 gap_ha=0.081 homo_energy_ev=-5.464 total_energy_ha=-4443.8499
C -0.761831 -0.388259 -0.069235 0.053 0.723 -0.453
F -3.275194 -0.159151 0.975698 -0.089 -0.058 0.080
N 1.286461 -1.507211 0.148320 -0.394 -0.346 0.230
H 0.280637 2.054000 0.359397 -0.225 0.050 -0.038
H 1.933931 3.488409 -1.734195 0.090 -0.063 -0.056
I -0.333047 7.546876 0.716230 -0.234 0.397 0.242
N 0.714872 -2.535301 0.793702 0.393 0.315 -0.190
C -3.615997 -2.049049 -0.402904 -0.052 -0.060 0.013
C -2.851740 -1.424931 0.795414 -0.157 0.182 -0.056
H 2.361427 0.760140 -0.610976 0.118 -0.109 -0.131
H 1.297086 0.501147 -2.020537 0.271 -0.013 -0.061
H -0.139397 2.252385 -1.365266 -0.179 0.064 0.117
C -1.360351 -1.411551 0.561956 -0.421 -0.602 0.439
H -0.993189 -3.319121 1.536784 0.049 -0.058 0.019
C 1.675273 3.201632 -0.719408 -0.189 0.239 0.314
C 0.621261 -0.425118 -0.279502 0.284 -0.196 -0.020
I 3.591851 -3.853402 0.536482 -0.029 0.066 -0.050
C -0.564583 -2.485559 0.997893 -0.204 -0.102 0.073
Br 0.871506 4.827247 0.133354 0.288 -0.447 -0.586
H -3.062591 -2.875913 -0.854239 -0.028 -0.097 0.053
O 3.405169 -0.712149 1.130135 0.178 -0.007 0.039
H 2.572682 2.966038 -0.149107 0.060 -0.051 -0.047
F -4.815906 -2.486513 0.008745 0.014 0.115 -0.033
P 3.092324 -1.604835 -0.184521 0.173 -0.126 -0.024
F -3.133263 -2.136215 1.908686 0.108 -0.077 -0.039
C 1.331373 0.697221 -0.945626 -0.356 0.342 -0.141
H -1.326155 0.467088 -0.409736 0.015 0.082 0.002
C 0.669302 2.072740 -0.660329 0.410 -0.218 0.253
H 4.311765 -0.372623 1.138024 -0.023 0.072 0.067
F -3.783679 -1.088020 -1.335240 0.075 -0.015 -0.018

No. 4
108
Properties=species:S:1:pos:R:3:forces:R:3 method="wB97M-V/def2-TZVPD" lumo_energy_ev=0.4 largest_force_ev_per_a=14.4 gap_ha=0.279 homo_energy_ev=-7.245 total_energy_ha=-2076.2294 relative_energy_kj_mol=1922.60
H 9.539230 1.485571 1.322047 0.185 -0.451 0.582
H -5.412380 1.665581 -0.350893 2.042 0.202 1.418
O -1.223380 -3.527689 1.488407 0.778 0.307 -0.829
H 3.166510 3.013661 -1.918513 -0.188 0.139 1.080
C 1.462290 4.049151 4.175717 -1.208 -0.036 0.715
H -2.232970 -3.427029 3.311737 0.721 0.327 0.505
H -1.276930 0.603691 0.420117 -0.578 0.878 0.403
H 0.035930 -4.421449 2.761807 -0.163 -0.042 0.605
O 3.385530 1.173441 -0.693703 1.727 2.797 -1.230
H 1.002530 -2.723549 -0.263343 0.446 0.066 0.675
N -0.925690 1.590391 2.264567 -1.065 -0.175 -0.455
C 8.548590 1.050371 1.190377 -0.220 0.895 -2.226
H -0.679700 -1.332719 -2.108993 -4.152 3.403 -1.939
C -3.161730 0.913041 1.380307 0.073 0.054 -0.850
H 0.799190 1.746671 1.220667 0.045 0.280 0.981
C -7.194460 0.814171 -1.362453 -1.609 -0.794 -0.120
C 3.529060 1.985761 -1.909723 0.400 -1.113 -0.003
H -9.430940 0.992941 0.760637 0.073 0.053 0.227
H -3.130780 -3.142809 1.948217 -0.110 0.387 -0.441
O -0.092920 -2.352879 -1.443393 10.250 -9.979 1.227
H -0.697450 -3.077369 -1.604343 0.870 -0.628 -0.009
H 2.661960 -0.308829 1.150857 0.705 -0.382 0.675
H -6.267860 2.670241 -0.954463 -1.331 0.618 0.453
H 9.100310 3.090131 -0.820183 0.446 -0.127 -0.401
H 0.874180 -4.673319 0.520657 -0.004 -1.065 0.388
C 1.238880 -3.931399 1.231047 -0.663 0.148 -1.527
H -5.386680 2.615831 1.112837 -0.106 -0.035 0.330
C 2.927550 -3.372529 -0.364373 -0.783 0.327 -0.993
O -3.437350 2.088791 0.574907 -0.128 -0.733 0.017
C 8.123200 2.643131 -0.636983 0.706 1.170 0.914
H -1.994820 -1.835259 2.374467 -0.069 -0.276 0.613
H 2.209300 1.493331 3.601947 -0.140 -0.895 -0.028
N -6.194710 -0.080999 -0.771773 -0.787 0.183 -1.332
H 3.632690 -3.741959 0.380207 0.119 -0.288 -0.235
C -4.803090 2.359021 0.228767 1.288 0.786 1.533
H -8.179920 0.427661 -1.102483 -0.201 -0.412 -0.359
C 7.224680 2.659461 -1.825213 -1.610 -0.648 1.111
H 2.042340 -5.234459 -0.968753 0.005 -0.393 -0.322
O -7.865670 2.389221 0.405727 -0.495 -0.115 0.865
C -3.849060 -0.913799 -1.012773 1.171 1.132 -2.819
H 1.343810 -0.949399 0.771367 0.152 -0.510 0.425
H -1.409220 -0.393699 1.723717 -0.442 -0.215 0.436
H 2.904100 1.461561 -2.632733 -0.074 -0.008 -0.476
H -9.813080 2.255621 -0.402183 0.065 0.010 -0.258
H 1.847970 0.373551 0.390327 2.070 3.236 -0.842
O 1.991930 -0.910839 1.474697 2.694 0.096 3.800
C -9.289440 2.049081 0.531217 1.183 0.361 -0.898
H 1.620280 -5.856729 -3.300403 0.158 -0.186 0.169
H 5.226280 2.515961 -3.260133 -0.433 0.471 0.205
C 1.666970 -4.831459 -3.667463 -0.564 -0.701 0.445
H -4.776360 3.277231 -0.357983 0.372 0.123 -0.055
H 5.985220 1.434461 -0.664453 0.059 -0.025 -0.193
H -1.881250 -2.453119 -1.478503 -2.101 0.674 0.047
C -1.530520 -1.422069 -1.433553 -7.413 5.005 -1.176
H 8.482250 -0.036479 1.239877 0.361 0.211 0.319
H 5.182960 0.915201 -2.632733 -0.225 -0.457 -0.625
H -3.609140 -0.818779 0.046237 -0.574 -0.771 -1.101
O 8.219500 1.329741 -0.214303 -0.012 -1.823 1.136
H 0.099780 0.509281 -0.454283 -0.496 0.356 0.071
H 7.838660 1.520841 1.870637 -0.126 0.037 -0.021
H 2.433940 -4.808369 -4.441623 0.204 0.445 0.142
C -2.145070 -2.914659 2.353697 -1.027 -0.698 -0.592
O -0.874810 0.801851 -1.650573 0.958 2.869 -1.028
H 3.398470 -2.525829 -0.863803 0.155 0.127 -0.042
H 1.565400 3.470471 5.093647 1.451 -0.023 0.207
H 2.093730 4.929291 4.054277 0.121 -0.305 0.168
H 7.730140 3.253671 0.175937 -0.524 0.223 0.033
H 0.233190 -0.969899 -0.747723 0.087 0.128 0.402
C -4.963630 0.065211 -1.573383 0.415 -1.262 1.539
H -1.392080 1.444831 -2.135593 -0.445 0.212 0.099
H 0.552380 1.745351 4.220437 0.009 0.302 0.476
H 0.746670 -2.660489 -1.784973 1.221 -0.803 -0.887
O -2.639070 -0.557039 -1.781963 -2.674 -1.489 1.264
H -4.709490 1.124591 -1.538403 1.257 -0.439 -0.384
C 0.069840 -3.580239 2.069487 -0.369 -0.343 1.688
N 5.878780 2.226081 -1.282613 1.490 2.051 -0.864
O 1.837850 -3.931729 -2.583503 0.753 0.117 0.721
O 0.603580 -0.267919 -0.212683 -5.880 -5.159 -0.124
H -5.177470 -0.082959 -2.631883 -0.060 -0.766 0.132
H 3.531900 -4.922399 -1.901433 0.195 0.119 0.200
H -4.020290 -1.976559 -1.184043 -0.731 -0.077 -0.241
H 1.604030 0.535421 -1.246993 1.128 1.704 -0.957
H -7.134790 0.857741 -2.449943 0.145 -0.256 -0.045
H 7.629860 1.982911 -2.577683 -0.020 -0.326 -0.201
H 7.131030 3.640361 -2.291223 -0.037 0.107 0.216
C -1.661190 0.628071 1.439847 -0.375 1.297 0.377
H 0.305940 -2.689309 2.651387 -0.185 0.352 -0.023
H -0.168720 0.560431 -2.250053 0.241 0.212 -0.465
H -1.200540 1.565101 3.236127 -0.450 -0.269 0.022
C 4.973820 1.950421 -2.363163 0.037 -1.846 0.489
H -3.647710 0.957751 2.354937 0.042 0.295 0.258
C 2.035190 1.087411 -0.411823 2.701 0.890 -0.970
H -7.816790 2.783981 -1.607693 -0.592 0.121 -0.136
C 0.465760 1.310421 2.162267 1.507 0.125 0.900
H -6.152710 0.390311 0.120527 0.940 -0.931 0.762
N 1.759200 -2.852309 0.393147 0.828 -3.629 -1.139
H 1.523310 2.018251 -0.167653 0.282 0.468 -0.694
H 0.758070 0.263101 2.086257 -0.756 0.155 0.533
C 2.635900 -4.472459 -1.473853 -0.432 0.764 0.512
O 1.473670 3.223371 3.052357 0.083 1.595 0.122
H -3.547450 0.050781 0.836407 -0.252 1.199 1.431
C 1.223950 1.901011 3.376127 -0.338 -0.746 -1.892
H 0.439740 4.345731 4.409267 -0.501 0.789 -0.606
H -1.169010 -1.169329 -0.436793 -1.634 -0.109 -0.070
C -7.258540 2.226511 -0.855583 -1.042 0.923 -1.669
H 0.682590 -4.679739 -4.110273 0.090 0.423 -0.130
H 1.944210 -4.374169 1.934297 0.473 0.191 -0.358
H -9.748950 2.701791 1.273447 0.413 -0.176 0.214

No. 5
28
Properties=species:S:1:pos:R:3:forces:R:3 method="wB97M-V/def2-TZVPD" lumo_energy_ev=0.3 largest_force_ev_per_a=6.0 gap_ha=0.362 homo_energy_ev=-9.531 total_energy_ha=-6022.1692 smiles="C[C@H](Br)[C@@H](Br)[C@@H]1OC(=O)O[C@@H]1CCCI"
Br -2.834809 0.010922 -0.678901 0.257 0.076 0.103
O 3.785295 -0.509256 -0.902979 4.848 -2.979 -1.778
C 2.924605 0.118674 -0.526035 -4.377 3.448 1.490
H -1.439440 -0.513553 2.221478 -0.376 0.066 -0.261
C -0.171444 0.363493 -1.766545 0.082 0.932 0.359
H -0.281492 -0.702862 -1.707359 0.147 -0.378 0.062
O 2.126667 0.916532 -1.276859 -0.329 -0.568 -0.457
C -1.565591 2.482006 -1.372332 0.158 -0.254 1.079
C 0.775805 -1.392850 0.716591 -1.332 0.348 1.303
I -2.409721 -2.987359 1.533817 0.122 0.339 0.125
Br 0.554966 0.662688 -3.584444 -0.241 -0.008 0.250
H 0.469805 -2.854363 2.224903 0.149 -0.240 0.142
C -1.130285 -1.520700 2.467317 0.477 -0.182 0.195
C 1.022938 0.120315 0.653557 1.051 0.043 -1.519
H 1.691727 -1.936911 0.559915 0.423 0.104 -0.503
H -0.758538 3.033865 -1.839967 -0.004 0.095 -0.415
C 0.328271 -1.781536 2.142616 -0.052 -0.760 -0.838
H 1.002347 -1.352685 2.875869 -0.003 0.408 0.229
H -1.931525 0.951449 -2.755821 -0.295 -0.320 -0.221
H -1.273358 -1.688004 3.522009 -0.265 0.032 0.297
H 0.019849 -1.769296 0.032868 -0.097 0.109 -0.218
O 2.469523 0.227436 0.736570 -0.105 -0.263 1.494
H 0.621410 0.722436 1.455961 -0.268 -0.290 0.390
C 0.800706 0.922872 -0.692559 1.166 -0.529 -0.397
C -1.548667 1.019920 -1.752329 -0.134 0.390 -0.616
H -1.408181 2.560756 -0.298097 0.016 0.148 0.174
H 0.687724 1.967247 -0.432352 -0.785 0.080 -0.125
H -2.528588 2.928765 -1.556894 -0.235 0.153 -0.341

No. 6
56
Properties=species:S:1:pos:R:3:forces:R:3 method="wB97M-V/def2-TZVPD" lumo_energy_ev=-0.2 largest_force_ev_per_a=0.4 gap_ha=0.272 homo_energy_ev=-7.573 total_energy_ha=-3809.8731 relative_energy_kj_mol=13.19
H -4.434596 -2.983136 4.463526 0.011 0.004 0.002
C 2.601892 -2.162203 -0.396169 0.041 0.171 -0.073
C 0.031746 -3.688535 -0.254473 -0.109 0.085 -0.099
H 5.410592 2.318181 -2.446463 -0.008 0.004 0.001
C 0.094951 3.595705 0.175329 -0.037 -0.008 -0.016
H -5.373040 -1.126935 -2.243270 0.010 -0.004 -0.013
C -1.041832 2.725157 -1.589305 -0.119 -0.047 0.057
S -1.429273 -0.246959 3.220652 -0.124 -0.056 -0.105
H 1.651094 5.013078 -0.217918 -0.005 0.002 -0.002
C 0.886629 4.376611 -0.640390 0.016 -0.012 -0.010
C -4.773805 -2.097496 3.928546 -0.039 0.015 0.014
C 3.540579 1.615743 -1.695875 -0.011 -0.057 0.015
C -3.668014 -1.765391 -1.085667 0.021 -0.008 0.007
H 3.006301 -3.161347 -0.581675 0.011 0.008 0.020
H -0.458403 3.349909 -3.569816 0.020 -0.026 0.011
N -2.090494 1.916884 -2.058034 0.091 0.014 -0.189
C -2.454835 -1.350229 -0.603849 0.099 0.074 0.168
S -2.419837 -3.018205 2.473823 -0.052 0.072 -0.062
C -2.593341 0.712370 -1.623551 0.102 -0.005 0.012
C -4.394192 -0.867643 -1.861358 -0.037 0.002 0.007
H 0.437316 -3.042938 2.873458 0.019 -0.017 0.013
O 1.519555 0.803497 -0.777283 0.051 -0.038 0.186
H -0.884356 -3.933201 0.282485 0.021 -0.007 -0.008
H -5.140874 -2.398591 2.948432 0.000 0.007 -0.004
C 2.745161 1.182169 -0.604124 -0.013 0.042 -0.145
Si 1.025405 -2.340716 0.595886 0.002 -0.420 -0.057
H 5.210914 1.576850 1.763317 -0.012 -0.002 -0.001
H -1.880954 -2.007668 0.035542 -0.038 0.019 0.006
H -5.545094 -1.577870 4.489503 -0.011 0.001 0.003
C 1.377358 -2.922083 2.333472 0.015 0.066 0.131
Cl 2.817374 1.601716 -3.273280 -0.013 0.001 0.018
C -2.605119 -1.512483 3.151111 0.236 -0.110 0.150
O -3.711892 -1.150655 3.798497 -0.045 -0.024 -0.012
C -0.292717 3.460164 -2.506170 -0.004 0.012 -0.014
H -0.212524 -3.452158 -1.292924 0.014 0.005 0.025
C 4.748412 1.595083 0.786649 -0.014 -0.001 0.049
C 4.854907 2.011876 -1.571478 0.043 0.022 0.003
C 5.458200 2.002354 -0.322747 0.030 0.008 -0.060
H -4.408165 1.098722 -2.702475 0.012 -0.006 -0.012
Bi -0.054037 0.143054 0.816906 -0.123 0.237 -0.031
H 0.225981 3.602190 1.252683 0.003 -0.007 -0.006
H -2.533115 2.252785 -2.896782 0.015 0.005 0.028
H -4.033192 -2.750379 -0.836001 -0.003 0.010 0.006
H 2.403811 -1.685341 -1.358791 0.025 -0.035 0.009
H 0.663513 -4.582163 -0.257669 0.004 0.010 -0.011
H 3.367978 -1.574165 0.112705 -0.024 -0.016 0.006
Cl 2.578410 0.674537 2.073812 0.094 0.014 -0.039
H 1.876787 -3.894493 2.278167 0.007 0.015 0.012
C 3.431075 1.203767 0.627073 -0.032 -0.011 0.051
H 1.289988 4.881645 -2.694429 0.002 0.000 -0.001
C -3.861272 0.367660 -2.121884 -0.030 -0.019 -0.032
N -1.902968 -0.137319 -0.842904 -0.160 0.002 -0.050
N -0.873673 2.798963 -0.284912 0.048 0.002 0.098
H 2.016318 -2.244281 2.901944 0.010 0.001 -0.041
Cl 7.120554 2.490045 -0.158022 -0.054 -0.001 -0.008
C 0.678810 4.303869 -2.013831 0.045 0.008 -0.007